1.
{"formula": "C20H48N10O24", "method": "wB97M-V/def2-TZVPD", "elements": ["C", "C", "C", "O", "C", "O", "C", "O", "C", "C", "C", "C", "O", "C", "H", "H", "H", "H", "H", "H", "H", "H", "H", "H", "H", "H", "H", "H", "H", "H", "H", "H", "C", "N", "O", "O", "H", "H", "H", "C", "N", "O", "O", "H", "H", "H", "C", "N", "O", "O", "H", "H", "H", "C", "N", "O", "O", "H", "H", "H", "C", "N", "O", "O", "H", "H", "H", "C", "N", "O", "O", "H", "H", "H", "C", "N", "O", "O", "H", "H", "H", "C", "N", "O", "O", "H", "H", "H", "C", "N", "O", "O", "H", "H", "H", "C", "N", "O", "O", "H", "H", "H"], "xyz": [[2.619, -2.586, -1.089], [1.111, -2.477, -0.938], [0.336, -3.148, -2.064], [-1.016, -2.666, -2.150], [-1.754, -2.946, -1.050], [-1.901, -4.386, -0.801], [-2.843, -4.434, 0.164], [-2.791, -5.130, 1.136], [-3.966, -3.441, -0.198], [-4.440, -2.766, 1.099], [-3.201, -2.416, -1.078], [-3.808, -2.041, -2.426], [-4.584, -0.863, -2.334], [-3.792, 0.315, -2.281], [3.001, -2.000, -1.926], [3.084, -2.177, -0.191], [2.948, -3.623, -1.162], [0.786, -1.439, -0.842], [0.818, -2.954, 0.000], [0.786, -2.901, -3.027], [0.350, -4.236, -1.977], [-1.346, -2.564, -0.108], [-4.751, -4.005, -0.700], [-3.562, -2.439, 1.661], [-5.026, -1.875, 0.874], [-5.006, -3.442, 1.738], [-3.156, -1.503, -0.482], [-4.491, -2.826, -2.761], [-3.045, -1.940, -3.203], [-4.286, 1.124, -2.818], [-2.810, 0.158, -2.740], [-3.638, 0.591, -1.235], [-2.814, -7.667, -1.109], [-3.707, -8.668, -1.753], [-3.251, -9.766, -1.997], [-4.843, -8.312, -1.992], [-1.841, -8.120, -0.959], [-2.749, -6.811, -1.774], [-3.266, -7.384, -0.164], [-0.719, 1.797, 1.467], [-1.650, 0.727, 1.024], [-1.194, -0.390, 0.879], [-2.807, 1.031, 0.815], [0.259, 1.354, 1.593], [-0.715, 2.555, 0.694], [-1.102, 2.196, 2.402], [3.874, 2.833, 0.488], [2.540, 2.305, 0.097], [1.573, 3.042, 0.184], [2.482, 1.159, -0.300], [3.765, 3.857, 0.817], [4.240, 2.199, 1.290], [4.506, 2.754, -0.387], [-6.727, 1.833, -0.284], [-6.957, 2.927, -1.266], [-8.097, 3.308, -1.442], [-5.979, 3.377, -1.829], [-7.681, 1.536, 0.131], [-6.260, 1.010, -0.820], [-6.067, 2.213, 0.482], [2.063, 6.182, 3.901], [2.416, 5.106, 2.936], [2.338, 3.954, 3.312], [2.759, 5.456, 1.826], [1.779, 5.719, 4.839], [2.940, 6.811, 4.017], [1.242, 6.746, 3.469], [-7.231, 1.564, 4.501], [-6.771, 1.277, 3.114], [-5.873, 1.959, 2.660], [-7.326, 0.372, 2.530], [-6.646, 2.389, 4.890], [-8.286, 1.814, 4.446], [-7.082, 0.660, 5.083], [1.072, 2.747, -3.084], [2.292, 3.526, -3.430], [3.369, 3.063, -3.110], [2.128, 4.580, -4.005], [1.378, 1.840, -2.573], [0.466, 3.374, -2.437], [0.546, 2.523, -4.007], [7.834, 5.214, -1.319], [7.404, 4.657, -0.011], [8.104, 4.855, 0.958], [6.364, 4.025, 0.001], [8.770, 5.738, -1.174], [7.949, 4.382, -2.000], [7.052, 5.886, -1.663], [11.028, 1.536, -0.571], [10.886, 2.598, -1.604], [9.782, 3.086, -1.766], [11.881, 2.910, -2.215], [10.059, 1.371, -0.114], [11.388, 0.644, -1.074], [11.755, 1.887, 0.154], [0.380, -4.622, 2.963], [1.708, -3.970, 2.777], [2.700, -4.591, 3.097], [1.701, -2.851, 2.305], [0.540, -5.607, 3.385], [-0.199, -3.991, 3.630], [-0.099, -4.681, 1.988]], "forces_ev_per_a": [[0.078, 0.232, 0.426], [-0.341, -0.389, 0.203], [0.486, 0.486, -0.291], [-0.025, -0.578, -0.060], [-1.106, 0.230, 0.465], [0.761, -0.232, 0.173], [-1.202, 0.179, -0.542], [0.254, -0.389, -0.048], [1.170, 0.490, 0.899], [-0.139, -0.145, -0.166], [0.007, 0.149, 0.131], [-0.264, -0.490, -0.077], [-0.004, 0.106, -0.422], [0.156, -0.106, 0.261], [-0.066, -0.162, -0.156], [0.036, -0.021, -0.021], [-0.011, -0.001, -0.198], [0.124, 0.068, -0.163], [0.113, 0.076, 0.061], [-0.112, 0.073, -0.020], [-0.123, -0.012, 0.092], [0.590, 0.043, -0.291], [-0.058, 0.144, -0.175], [-0.011, 0.042, 0.015], [-0.149, -0.094, 0.005], [-0.054, -0.001, -0.046], [-0.054, 0.164, -0.212], [-0.018, 0.032, 0.009], [0.111, 0.096, 0.108], [-0.197, -0.057, 0.090], [-0.027, -0.060, -0.045], [0.046, 0.234, -0.124], [0.127, -0.034, 0.044], [0.017, 0.000, -0.004], [-0.027, 0.020, 0.002], [0.013, -0.008, -0.002], [-0.017, -0.040, -0.023], [-0.058, 0.029, 0.032], [-0.033, 0.056, -0.036], [-0.063, -0.091, 0.161], [0.029, -0.091, -0.052], [-0.053, -0.038, 0.040], [0.038, 0.058, 0.172], [0.012, -0.021, -0.043], [-0.012, 0.053, 0.010], [-0.079, 0.025, -0.051], [-0.053, -0.040, -0.008], [-0.031, 0.067, 0.046], [0.176, 0.105, -0.173], [-0.024, -0.049, 0.012], [-0.075, -0.108, -0.100], [0.038, -0.059, -0.064], [-0.008, -0.105, -0.037], [-0.161, -0.104, -0.205], [-0.023, -0.001, -0.035], [0.041, 0.001, 0.015], [-0.014, -0.022, 0.006], [-0.041, 0.031, -0.037], [0.062, 0.025, 0.016], [0.155, 0.014, -0.028], [-0.047, -0.041, 0.124], [-0.049, -0.041, -0.028], [0.013, 0.022, -0.016], [-0.014, 0.202, 0.155], [0.009, -0.033, -0.018], [-0.015, 0.034, -0.062], [0.048, 0.038, -0.044], [0.055, 0.108, 0.060], [0.071, 0.016, 0.047], [-0.026, -0.048, 0.223], [0.012, 0.002, -0.024], [0.017, 0.000, -0.036], [-0.016, -0.071, -0.004], [-0.063, -0.029, -0.027], [-0.023, -0.208, 0.110], [-0.009, 0.009, 0.023], [-0.006, 0.040, 0.037], [0.020, -0.030, -0.007], [0.038, 0.029, 0.015], [-0.025, 0.035, -0.056], [0.004, 0.115, -0.029], [-0.008, 0.254, -0.050], [0.002, -0.043, -0.004], [-0.009, -0.009, -0.013], [0.190, 0.102, 0.032], [0.020, -0.043, 0.028], [-0.074, -0.011, -0.053], [-0.067, -0.064, 0.042], [-0.114, -0.038, 0.069], [-0.040, 0.005, 0.023], [0.150, -0.104, 0.000], [-0.008, -0.003, 0.002], [-0.011, 0.031, -0.023], [0.068, 0.026, 0.001], [0.053, -0.018, -0.043], [0.030, -0.116, 0.019], [-0.090, -0.051, -0.024], [-0.017, 0.035, -0.010], [0.049, 0.011, 0.069], [0.032, 0.007, -0.005], [-0.022, 0.046, -0.059], [-0.034, 0.051, 0.013]], "mulliken_charge": [-1.53, 0.85, -0.70, -0.43, 0.05, -0.35, 0.07, -0.61, 0.43, -1.61, 1.87, -0.95, -0.41, -0.37, 0.38, 0.35, 0.42, 0.14, -0.30, 0.43, 0.26, -0.01, 0.42, 0.34, 0.42, 0.36, -0.73, 0.29, 0.50, 0.27, 0.31, -0.03, -0.59, 0.91, -0.55, -0.54, 0.30, 0.22, 0.26, -0.97, 0.92, -0.47, -0.58, 0.25, 0.41, 0.32, -0.88, 0.96, -0.50, -0.47, 0.20, 0.35, 0.43, -0.61, 0.96, -0.58, -0.56, 0.38, 0.15, 0.27, -0.79, 0.90, -0.51, -0.50, 0.31, 0.30, 0.30, -0.78, 0.91, -0.52, -0.51, 0.31, 0.29, 0.30, -0.57, 0.96, -0.53, -0.58, 0.13, 0.23, 0.34, -0.84, 0.97, -0.55, -0.57, 0.30, 0.35, 0.30, -0.71, 0.83, -0.50, -0.51, 0.31, 0.29, 0.29, -0.63, 0.93, -0.56, -0.50, 0.33, 0.27, 0.14], "lumo_ev": -0.2, "fmax_ev_per_a": 1.55, "total_energy_ev": -85531.046}

2.
{"formula": "C30H36AsBrN4NiOSSbSe4", "method": "wB97M-V/def2-TZVPD", "elements": ["Ni", "C", "As", "C", "C", "H", "H", "H", "H", "H", "H", "H", "H", "H", "Br", "C", "C", "C", "C", "C", "C", "H", "H", "H", "H", "N", "C", "C", "C", "C", "C", "C", "C", "C", "C", "H", "H", "H", "H", "C", "C", "C", "C", "N", "C", "S", "N", "C", "H", "H", "H", "H", "H", "H", "H", "H", "Se", "Sb", "Se", "Se", "Se", "O", "C", "C", "C", "C", "C", "C", "N", "H", "H", "H", "H", "H", "H", "H", "H", "H", "H", "H"], "xyz": [[0.385, 0.096, -0.432], [-0.156, -2.418, -3.298], [0.667, -1.903, -1.581], [2.519, -2.281, -2.065], [0.273, -3.494, -0.531], [0.277, -3.372, -3.604], [0.061, -1.669, -4.061], [-1.237, -2.544, -3.218], [2.648, -3.356, -2.229], [3.182, -1.966, -1.260], [2.790, -1.747, -2.977], [0.699, -4.383, -1.007], [-0.804, -3.634, -0.433], [0.694, -3.383, 0.469], [-1.549, 4.108, -5.298], [-0.936, 2.835, -3.997], [-1.600, 1.635, -3.853], [-1.166, 0.743, -2.882], [-0.095, 1.033, -2.034], [0.604, 2.223, -2.282], [0.181, 3.127, -3.242], [-2.444, 1.393, -4.486], [-1.674, -0.211, -2.812], [1.488, 2.479, -1.715], [0.718, 4.055, -3.375], [8.095, -4.546, 2.498], [7.127, -3.943, 2.363], [5.936, -3.221, 2.162], [4.810, -3.479, 2.952], [3.627, -2.818, 2.711], [3.539, -1.874, 1.679], [4.688, -1.580, 0.928], [5.868, -2.248, 1.160], [2.310, -1.279, 1.342], [1.233, -0.807, 0.976], [4.874, -4.207, 3.746], [2.751, -3.015, 3.313], [4.637, -0.816, 0.161], [6.746, -2.031, 0.570], [-2.106, 3.525, 3.890], [-1.599, 3.549, 2.489], [-2.178, 4.269, 1.475], [-1.591, 4.199, 0.188], [-0.495, 3.524, -0.032], [0.088, 2.835, 0.948], [1.563, 2.081, 0.783], [-0.493, 2.838, 2.206], [-2.189, 4.914, -0.977], [-3.065, 4.034, 3.960], [-1.395, 4.024, 4.548], [-2.219, 2.500, 4.240], [-3.070, 4.850, 1.643], [-0.078, 2.222, 2.897], [-3.072, 5.478, -0.690], [-2.452, 4.189, -1.745], [-1.451, 5.585, -1.411], [-2.939, -4.524, 1.074], [-2.399, -3.296, 3.165], [-4.392, -1.965, 3.816], [-1.658, -4.930, 4.881], [-0.503, -1.604, 2.980], [-1.524, 0.572, 0.443], [-2.588, 0.127, 0.845], [-3.629, 0.986, 1.510], [-4.595, 1.397, 0.379], [-5.147, 0.254, -0.492], [-4.117, -0.374, -1.450], [-3.252, -1.468, -0.794], [-3.048, -1.137, 0.600], [-3.197, 1.878, 1.955], [-4.157, 0.415, 2.275], [-4.091, 2.118, -0.275], [-5.441, 1.901, 0.850], [-5.947, 0.683, -1.103], [-5.601, -0.510, 0.143], [-3.469, 0.429, -1.808], [-4.633, -0.798, -2.314], [-2.269, -1.545, -1.278], [-3.737, -2.444, -0.839], [-3.873, -1.363, 1.149]], "forces_ev_per_a": [[-0.149, -0.170, -0.709], [0.049, 0.090, 0.062], [0.133, -0.220, 0.088], [0.121, 0.016, -0.076], [0.009, -0.076, -0.111], [0.020, 0.005, 0.066], [-0.020, 0.003, 0.114], [0.092, 0.070, 0.100], [-0.082, 0.129, 0.011], [-0.108, -0.020, -0.022], [-0.062, 0.032, 0.064], [-0.020, 0.124, -0.045], [0.021, 0.077, 0.046], [-0.031, 0.056, -0.117], [0.032, -0.119, 0.131], [-0.033, 0.194, -0.230], [-0.237, 0.003, -0.193], [0.287, 0.049, 0.118], [0.313, 0.060, 0.133], [-0.155, -0.187, -0.550], [0.120, 0.098, -0.123], [-0.023, 0.029, -0.025], [-0.069, 0.082, 0.077], [-0.130, -0.048, 0.032], [-0.015, 0.086, -0.098], [0.277, -0.138, 0.082], [0.656, -0.397, 0.081], [-0.966, 0.611, -0.107], [0.189, -0.007, -0.102], [-0.009, 0.111, 0.005], [0.335, -0.273, 0.078], [-0.094, 0.136, 0.053], [0.123, -0.192, 0.137], [-0.961, 0.309, 0.093], [1.051, -0.603, 0.121], [0.007, -0.103, 0.059], [-0.056, -0.050, -0.013], [-0.030, -0.055, 0.020], [0.049, 0.004, -0.041], [0.011, -0.045, 0.037], [-0.208, 0.371, -0.255], [0.159, -0.134, 0.032], [-0.209, 0.018, 0.471], [-0.074, 0.195, -0.256], [0.307, 0.323, 0.629], [0.258, -0.510, 0.061], [-0.215, -0.021, -0.290], [-0.044, 0.019, 0.050], [0.019, -0.028, -0.012], [0.032, 0.034, 0.046], [-0.049, -0.105, 0.017], [-0.052, 0.023, 0.102], [0.040, 0.080, -0.130], [-0.092, 0.060, -0.010], [-0.006, -0.078, -0.102], [0.045, 0.024, -0.049], [0.371, -0.032, 0.966], [-1.127, 0.574, -1.265], [0.712, -0.330, 0.131], [0.057, -0.251, 0.102], [-0.085, -0.108, 0.387], [-0.318, 0.225, -0.104], [-0.274, -0.017, 0.607], [0.035, 0.086, -0.099], [-0.107, -0.048, 0.114], [0.058, 0.102, -0.163], [-0.014, -0.082, 0.022], [0.202, 0.082, -0.471], [0.079, -0.062, 0.135], [0.013, -0.101, -0.007], [0.055, -0.066, -0.008], [-0.039, 0.008, 0.034], [-0.021, 0.137, -0.050], [-0.007, -0.066, 0.076], [-0.103, -0.026, 0.000], [-0.053, -0.021, -0.086], [0.033, 0.039, -0.081], [-0.256, -0.045, -0.032], [0.115, 0.058, 0.076], [0.124, 0.002, 0.165]], "mulliken_charge": [-0.44, -1.29, 0.68, -1.03, -0.85, 0.47, 0.36, 0.35, 0.40, 0.09, 0.39, 0.48, 0.04, 0.22, -0.23, -0.37, -0.48, 0.46, 0.03, -0.73, -0.50, 0.45, 0.80, 0.46, 0.47, -0.56, 0.10, 0.49, -0.69, -0.58, 0.27, -0.24, -0.80, 0.81, -1.56, 0.45, 0.56, 0.60, 0.43, -1.54, 0.47, -0.60, 0.97, -0.10, -0.35, -0.43, 0.18, -1.34, 0.32, 0.43, 0.41, 0.40, 0.33, 0.39, 0.17, 0.40, -0.64, 0.78, -0.63, -0.34, -0.19, 0.81, -0.80, 0.55, -0.33, -1.36, -0.12, -0.16, 1.02, -1.01, 0.16, 0.02, 0.54, 0.47, 0.37, -0.14, 0.61, -1.11, 0.55, 0.32], "total_charge": -1, "de_lowest_kj_mol": 106.4, "s_squared": 2.10, "spin_multiplicity": 3, "lumo_ev": [1.7, 0.0], "fmax_ev_per_a": 1.79, "total_energy_ev": -490384.470}